No. 1
This record from the Open Molecules 2025 dataset describes the molecule C2H4N2S3 in a non-equilibrium geometry. The level of theory is the ωB97M-V functional and the def2-TZVPD basis.

Values from the calculation:
E_HOMO = -8.5 eV
E_tot = -1382.5534 hartree
energy relative to the best compared isomer or geometry (same formula, charge and spin) = 74.49 kcal/mol
SMILES = S=CSN/C=N/S

Atoms and positions in Å:
S1 0.20 -1.24 -2.87
H1 -0.17 1.13 -1.26
H2 -1.27 -0.71 0.88
H3 1.46 2.07 2.02
S2 -0.78 1.56 1.36
H4 -0.73 -2.48 -3.01
N1 -0.74 -0.89 -1.53
C1 -0.81 0.22 -0.90
S3 1.57 -0.54 1.79
N2 -1.46 0.27 0.32
C2 0.86 1.11 1.79



No. 2
This record from the Open Molecules 2025 dataset describes a cluster of 2 separate species, C4H5N5O2 in total in a non-equilibrium geometry. The level of theory is the ωB97M-V functional and the def2-TZVPD basis.

Values from the calculation:
E_HOMO = -10.3 eV
E_tot = -579.5150 hartree
energy relative to the best compared isomer or geometry (same formula, charge and spin) = 75.45 kcal/mol
SMILES = [H]/N=[N+](\[O-])O.N#Cc1ccn[nH]1

Atoms and positions in Å:
N1 -0.32 -1.34 -2.50
C1 -0.57 -0.05 -2.85
H1 -0.49 0.33 -3.85
H2 -0.46 -2.19 -0.59
C2 -0.84 0.73 -1.72
N2 1.25 0.33 3.65
C3 -0.92 -0.21 -0.67
N3 1.37 0.06 2.44
N4 -0.54 -1.42 -1.20
C4 -1.20 -0.20 0.70
O1 2.00 0.57 4.60
O2 -0.06 0.41 3.96
H3 -0.97 1.75 -1.73
N5 -1.44 -0.11 1.82
H4 -0.69 0.38 3.22
H5 2.35 0.08 2.17



No. 3
This record from the Open Molecules 2025 dataset describes a cluster of 2 separate species, BrCl2HNP in total in a non-equilibrium geometry. The level of theory is the ωB97M-V functional and the def2-TZVPD basis.

Values from the calculation:
E_HOMO = -10.5 eV
E_tot = -3891.0630 hartree
energy relative to the best compared isomer or geometry (same formula, charge and spin) = 57.54 kcal/mol
SMILES = N#P(Cl)Br.Cl

Atoms and positions in Å:
Cl1 -2.19 0.29 0.31
N1 2.05 -0.32 1.09
Cl2 3.94 -2.14 -0.75
H1 -1.52 -0.77 0.52
Br1 4.77 1.10 -0.05
P1 3.20 -0.53 0.22



No. 4
This record from the Open Molecules 2025 dataset describes a structure of composition C3H2NiO3 in a non-equilibrium geometry. The level of theory is the ωB97M-V functional and the def2-TZVPD basis.

Values from the calculation:
E_HOMO (alpha / beta) = -13.1 / -14.0 eV
E_tot = -1849.1446 hartree
energy relative to the best compared isomer or geometry (same formula, charge and spin) = 11.35 kcal/mol
multiplicity = 4
charge = +1

Atoms and positions in Å:
H1 1.79 2.59 0.53
C1 1.93 0.47 0.51
C2 2.43 1.70 0.67
O1 -4.44 -2.13 -0.88
Ni1 -0.45 -0.99 -0.40
O2 -2.19 -1.61 -0.70
O3 0.79 0.00 0.16
C3 -3.33 -1.87 -0.80
H2 3.48 1.84 0.91



No. 5
This record from the Open Molecules 2025 dataset describes the molecule C5H8O in a non-equilibrium geometry. The level of theory is the ωB97M-V functional and the def2-TZVPD basis.

Values from the calculation:
E_HOMO = -9.7 eV
E_tot = -270.4857 hartree
energy relative to the best compared isomer or geometry (same formula, charge and spin) = 45.29 kcal/mol
SMILES = C=C/C=C/CO

Atoms and positions in Å:
H1 -1.03 -2.28 -0.95
C1 -0.15 0.45 0.08
C2 -0.08 -1.77 -1.07
H2 0.81 -1.28 0.84
C3 0.11 1.35 1.27
O1 -0.86 2.36 1.45
C4 0.79 -2.15 -1.98
H3 0.15 0.75 2.17
H4 1.08 1.83 1.08
C5 0.21 -0.82 0.05
H5 0.60 -2.97 -2.66
H6 1.83 -1.83 -2.03
H7 -0.75 0.86 -0.73
H8 -0.89 2.90 0.64



No. 6
This record from the Open Molecules 2025 dataset describes a cluster of 2 separate species, C6H6BF2N3O4 in total in a non-equilibrium geometry. The level of theory is the ωB97M-V functional and the def2-TZVPD basis.

Values from the calculation:
E_HOMO = -8.6 eV
E_tot = -922.1975 hartree

Atoms and positions in Å:
F1 -4.79 0.84 1.98
B1 -3.74 1.66 1.61
O1 -0.47 0.83 2.41
H1 3.62 -3.05 -1.22
C1 -2.18 2.43 3.10
C2 1.37 -0.38 -2.06
H2 2.65 0.05 -3.71
H3 -0.36 -1.84 0.17
N1 2.99 -2.29 -1.45
H4 0.65 0.40 -2.28
N2 0.01 -0.95 -0.14
H5 4.18 -1.81 -3.06
C3 -1.59 1.28 2.30
C4 1.12 -1.19 -0.94
C5 2.45 -0.55 -2.85
F2 -4.03 2.32 0.42
O2 -3.42 2.63 2.69
N3 1.96 -2.16 -0.64
O3 -1.61 3.05 3.96
H6 0.38 -0.54 0.74
O4 -2.49 0.85 1.45
C6 3.30 -1.57 -2.50